8 unconnected molecules or ions with the total composition C69H89F7N3O3S in a non-equilibrium geometry, computed with ωB97M-V with the def2-TZVPD basis set.

Atoms and positions in Å:
C (3.6256, -3.0571, -0.3815)
C (2.7110, -2.9911, 0.4330)
C (1.6484, -2.8527, 1.4121)
C (1.0042, -1.4519, 1.2398)
C (-0.3995, -1.4848, 0.5936)
C (-0.4620, -0.9593, -0.8498)
C (-1.6639, -1.5861, -1.5933)
C (-2.9653, -0.7441, -1.5618)
S (-4.3605, -1.9511, -1.4116)
N (-2.9924, 0.1785, -0.3907)
C (-4.2938, 0.9126, -0.1519)
C (-4.9720, 1.4862, -1.4056)
C (-6.3658, 0.8668, -1.6851)
C (-7.4826, 1.9047, -1.7513)
C (-8.1276, 2.2043, -0.3804)
C (-9.5551, 1.6690, -0.2484)
C (-9.6324, 0.3516, 0.5502)
C (-10.8034, -0.5300, 0.0612)
C (-11.6811, -1.0838, 1.2063)
C (-11.3402, -2.5363, 1.5884)
O (-11.3418, -2.7054, 2.9941)
C (-10.1645, -2.1985, 3.6031)
C (-1.8514, 1.1521, -0.3663)
O (-1.6497, 1.3546, 1.0152)
C (-1.5917, 2.7279, 1.4223)
C (-0.8816, 2.7836, 2.7513)
N (0.5581, 2.5998, 2.5943)
C (1.1564, 2.1148, 3.8481)
C (2.6936, 2.0610, 3.7629)
C (3.1729, 1.7343, 2.3550)
O (3.1283, 1.0286, 4.6397)
C (-0.5731, 0.5751, -0.9757)
C (0.6735, 1.3119, -0.4868)
N (1.8639, 1.0035, -1.3027)
H (4.4399, -3.2400, -1.0247)
H (0.9385, -3.6623, 1.3130)
H (2.1336, -2.8751, 2.3810)
H (0.8930, -1.0257, 2.2330)
H (1.6799, -0.8142, 0.6897)
H (-0.6966, -2.5293, 0.5527)
H (-1.0983, -1.0026, 1.2763)
H (0.4395, -1.2556, -1.3721)
H (-1.4097, -1.7226, -2.6392)
H (-1.8800, -2.5706, -1.2023)
H (-3.0301, -0.2272, -2.5062)
H (-4.7164, -1.7951, -0.1255)
H (-2.8353, -0.4081, 0.4324)
H (-4.0317, 1.7498, 0.4831)
H (-4.9575, 0.3112, 0.4469)
H (-4.3405, 1.4764, -2.2871)
H (-5.1719, 2.5306, -1.1917)
H (-6.6197, 0.1791, -0.8839)
H (-6.3105, 0.2553, -2.5793)
H (-7.1672, 2.8231, -2.2395)
H (-8.2658, 1.4831, -2.3742)
H (-8.1877, 3.2864, -0.3013)
H (-7.5193, 1.8538, 0.4522)
H (-10.1478, 2.3830, 0.3150)
H (-10.0471, 1.5395, -1.2061)
H (-8.6853, -0.1864, 0.5053)
H (-9.8396, 0.5639, 1.5943)
H (-10.4161, -1.3870, -0.4753)
H (-11.4535, 0.0278, -0.6049)
H (-12.7025, -1.0949, 0.8389)
H (-11.6498, -0.4317, 2.0730)
H (-10.3905, -2.8532, 1.1464)
H (-12.0974, -3.2146, 1.2145)
H (-10.4032, -1.4069, 4.3098)
H (-9.4854, -1.7853, 2.8591)
H (-9.7018, -3.0177, 4.1437)
H (-2.1263, 2.0879, -0.8439)
H (-2.5691, 3.2057, 1.5047)
H (-0.9737, 3.2710, 0.7095)
H (-1.2336, 2.0017, 3.4154)
H (-1.0901, 3.7418, 3.2366)
H (1.0216, 3.4786, 2.3935)
H (0.8043, 1.1108, 4.0560)
H (0.8695, 2.7766, 4.6695)
H (3.1375, 2.9877, 4.1030)
H (2.8145, 0.7546, 2.0497)
H (2.8775, 2.4989, 1.6458)
H (4.2584, 1.7486, 2.3704)
H (3.0994, 0.2046, 4.1491)
H (-0.6209, 0.7846, -2.0518)
H (0.8248, 1.0935, 0.5617)
H (0.5344, 2.3884, -0.5636)
H (2.5314, 0.5082, -0.7261)
H (1.5982, 0.3966, -2.0666)
F (6.2935, 1.0405, 0.2420)
C (6.8973, 2.2494, 0.2404)
C (8.2185, 2.3457, 0.6280)
C (8.8357, 3.5887, 0.6222)
C (8.1243, 4.7172, 0.2386)
C (6.7957, 4.6029, -0.1433)
C (6.1768, 3.3613, -0.1475)
H (8.7544, 1.4554, 0.9303)
H (9.8731, 3.6764, 0.9168)
H (8.6076, 5.6846, 0.2374)
H (6.2389, 5.4819, -0.4391)
H (5.1428, 3.2531, -0.4506)
F (-11.0621, -3.2452, -1.6629)
C (-10.0864, -4.1638, -1.8354)
C (-8.7831, -3.8246, -1.5304)
C (-7.7854, -4.7737, -1.7049)
C (-8.1006, -6.0365, -2.1873)
C (-9.4171, -6.3547, -2.4916)
C (-10.4197, -5.4140, -2.3104)
H (-8.5574, -2.8310, -1.1626)
H (-6.7593, -4.5268, -1.4643)
H (-7.3201, -6.7726, -2.3264)
H (-9.6650, -7.3364, -2.8727)
H (-11.4462, -5.6490, -2.5330)
F (-12.9587, -7.1240, -3.8083)
C (-13.9082, -6.2162, -4.1292)
C (-13.9318, -5.0192, -3.4474)
C (-14.9008, -4.0797, -3.7635)
C (-15.8350, -4.3553, -4.7528)
C (-15.7951, -5.5683, -5.4286)
C (-14.8215, -6.5078, -5.1203)
H (-13.2044, -4.8277, -2.6742)
H (-14.9258, -3.1338, -3.2396)
H (-16.5935, -3.6242, -4.9980)
H (-16.5246, -5.7846, -6.1969)
H (-14.7703, -7.4562, -5.6391)
F (11.1077, 6.2417, -0.4604)
C (12.2502, 5.6274, -0.0844)
C (12.4798, 4.3283, -0.4905)
C (13.6567, 3.7010, -0.1059)
C (14.5788, 4.3748, 0.6832)
C (14.3268, 5.6793, 1.0849)
C (13.1566, 6.3156, 0.6962)
H (11.7455, 3.8168, -1.0998)
H (13.8531, 2.6854, -0.4221)
H (15.4914, 3.8843, 0.9844)
H (15.0433, 6.2031, 1.7035)
H (12.9458, 7.3348, 0.9925)
F (-10.0009, -6.5952, -7.7826)
C (-9.5517, -7.6334, -7.0531)
C (-8.2220, -7.9937, -7.1450)
C (-7.7609, -9.0608, -6.3877)
C (-8.6319, -9.7563, -5.5596)
C (-9.9665, -9.3813, -5.4849)
C (-10.4315, -8.3094, -6.2326)
H (-7.5612, -7.4437, -7.8019)
H (-6.7202, -9.3504, -6.4449)
H (-8.2700, -10.5909, -4.9738)
H (-10.6481, -9.9243, -4.8437)
H (-11.4664, -7.9972, -6.1807)
F (16.2624, 3.6722, 3.1521)
C (15.9288, 4.0432, 4.4061)
C (16.8646, 4.6917, 5.1843)
C (16.5203, 5.0771, 6.4710)
C (15.2518, 4.8008, 6.9632)
C (14.3250, 4.1434, 6.1653)
C (14.6609, 3.7641, 4.8736)
H (17.8511, 4.8904, 4.7851)
H (17.2427, 5.5924, 7.0893)
H (14.9860, 5.0986, 7.9687)
H (13.3376, 3.9246, 6.5491)
H (13.9508, 3.2580, 4.2327)
F (20.5041, 4.8934, 4.5390)
C (20.7084, 4.6620, 3.2263)
C (21.6440, 3.7221, 2.8437)
C (21.8466, 3.4829, 1.4927)
C (21.1221, 4.1892, 0.5431)
C (20.1884, 5.1332, 0.9452)
C (19.9738, 5.3695, 2.2947)
H (22.2051, 3.1868, 3.5983)
H (22.5725, 2.7441, 1.1811)
H (21.2858, 4.0032, -0.5100)
H (19.6249, 5.6877, 0.2069)
H (19.2426, 6.0963, 2.6245)

## Properties
Lowest unoccupied orbital energy: -2.43 eV
Total energy: -113456.5612 eV
E_HOMO: -10.09 eV
Strongest force on any atom: 3.4 eV/A
Net charge: +1
Orbital gap: 7.66 eV

Mulliken atomic charge list, values in e, 2 entries: -0.1179, -0.2301